Entry 1:
Density functional theory data (wB97M-V/def2-TZVPD) for a 2-piece molecular cluster, CH8N5O3 overall.

Structure (XYZ):
```
17
Properties=species:S:1:pos:R:3:lowdin_charge:R:1
C 0.643 -0.209 0.107 -0.533
N 1.226 -0.526 1.255 0.186
N 1.179 0.705 -0.678 0.185
N -0.174 -1.132 -0.462 -0.006
N -2.010 1.250 0.837 -0.485
N -0.740 -1.033 -1.762 0.079
O -2.696 2.163 1.548 0.136
O -2.689 0.481 0.343 0.190
O -0.822 1.245 0.889 0.059
H 1.500 0.244 1.958 0.184
H 0.588 -1.157 1.724 0.118
H 1.828 1.417 -0.393 0.129
H -2.147 2.746 2.205 0.209
H -0.515 -1.828 0.147 0.139
H 0.934 0.597 -1.769 0.199
H -0.479 -1.776 -2.319 0.062
H -1.821 -1.152 -1.611 0.152
```

Output
net charge: +1
frontier orbital gap: 11.320 eV
largest force on an atom: 0.1051 Eh/bohr
relative energy (zero: lowest compared OMol25 entry of this formula, charge and spin): 0.00 kcal per mole
LUMO: -3.3 eV

Entry 2:
Density functional theory data (wB97M-V/def2-TZVPD) for C12H29N5O8Sr as an isolated structure.

Structure (XYZ):
```
55
Properties=species:S:1:pos:R:3:lowdin_charge:R:1
Sr -0.819 -0.067 -0.665 1.606
C -2.583 -3.741 1.293 -0.019
C -1.998 -2.459 0.756 -0.759
O -2.200 -1.374 1.362 -0.110
O -1.288 -2.527 -0.290 -0.168
H -2.825 -3.637 2.350 0.071
H -1.892 -4.574 1.177 0.073
H -3.487 -3.974 0.728 0.079
C -2.907 0.396 -4.647 -0.010
C -2.230 0.272 -3.291 -0.729
O -0.972 0.126 -3.273 -0.179
O -2.935 0.301 -2.258 -0.090
H -2.886 -0.582 -5.133 0.081
H -2.407 1.179 -5.212 0.071
H -3.968 0.618 -4.541 0.072
C 0.371 3.105 -1.754 -0.625
O 0.283 2.132 -1.013 -0.088
N 0.257 4.387 -1.310 0.174
N 0.629 2.956 -3.092 0.179
H 0.600 5.148 -1.866 0.102
H -0.016 4.547 -0.359 0.102
H 0.274 3.632 -3.743 0.103
H 0.737 1.994 -3.372 0.093
C 1.893 -1.307 -2.681 -0.644
O 1.235 -1.066 -1.671 -0.097
N 1.375 -1.190 -3.924 0.173
N 3.190 -1.724 -2.574 0.161
H 0.442 -0.777 -4.001 0.070
H 1.936 -1.307 -4.748 0.099
H 3.596 -1.758 -1.659 0.102
H 3.731 -2.028 -3.362 0.095
C -2.902 2.297 1.063 -0.078
O -1.669 1.619 1.057 -0.329
C -0.741 2.027 2.056 -0.207
C -0.006 0.813 2.590 -0.198
N 0.906 0.215 1.616 -0.095
C 1.436 -1.057 2.052 -0.195
C 2.163 -1.060 3.382 -0.223
O 3.096 -2.131 3.348 -0.189
C 3.722 -2.354 4.589 -0.122
H -3.638 1.662 0.573 0.100
H -2.827 3.235 0.494 0.093
H -3.259 2.536 2.068 0.092
H -1.300 2.511 2.862 0.121
H -0.045 2.785 1.663 0.116
H -0.799 0.075 2.753 0.122
H 0.480 1.084 3.535 0.121
H 1.605 0.872 1.291 0.120
H 2.109 -1.413 1.264 0.124
H 0.639 -1.804 2.011 0.126
H 1.446 -1.253 4.191 0.128
H 2.694 -0.118 3.572 0.125
H 3.135 -3.011 5.238 0.088
H 3.928 -1.413 5.114 0.084
H 4.691 -2.818 4.398 0.085
```

Output
frontier orbital gap: 8.352 eV
largest force on an atom: 0.0227 Eh/bohr
relative energy (zero: lowest compared OMol25 entry of this formula, charge and spin): 0.40 kcal per mole
LUMO: 0.2 eV

Entry 3:
Density functional theory data (wB97M-V/def2-TZVPD) for an isolated ion of composition C7H13ClN2O and charge +2.

Structure (XYZ):
```
24
Properties=species:S:1:pos:R:3:lowdin_charge:R:1
C -1.705 1.041 1.190 0.034
C -2.086 0.137 0.285 -0.432
C 0.483 0.987 -0.086 -0.280
C -0.186 1.522 1.168 0.004
C -1.973 -0.424 -1.007 -0.149
C 1.208 -0.965 -1.450 0.040
C 1.170 -1.763 1.348 -0.012
N 1.022 1.873 -0.916 0.256
N 0.515 -0.324 -0.321 -0.161
O 0.100 -1.187 0.644 -0.148
Cl -3.793 -0.310 -0.305 1.059
H -2.434 1.411 1.882 0.138
H -0.180 2.653 1.369 0.174
H 0.242 0.929 2.072 0.172
H -1.624 -1.454 -1.305 0.153
H -1.795 0.291 -1.746 0.101
H 0.777 -0.716 -2.378 0.086
H 2.306 -0.557 -1.374 0.162
H 1.184 -2.060 -1.490 0.128
H 0.785 -1.698 2.384 0.130
H 2.023 -1.072 1.502 0.124
H 1.497 -2.657 0.911 0.090
H 0.864 2.851 -0.654 0.159
H 1.600 1.492 -1.723 0.173
```

Output
net charge: +2
frontier orbital gap: 10.164 eV
largest force on an atom: 0.0725 Eh/bohr
relative energy (zero: lowest compared OMol25 entry of this formula, charge and spin): 42.35 kcal per mole
LUMO: -8.3 eV

- Among the records above, which one has the lowest relative energy (zero: lowest compared OMol25 entry of this formula, charge and spin)?
  CH8N5O3

Copy entry 1 word for word.
Density functional theory data (wB97M-V/def2-TZVPD) for a 2-piece molecular cluster, CH8N5O3 overall.

Structure (XYZ):
```
17
Properties=species:S:1:pos:R:3:lowdin_charge:R:1
C 0.643 -0.209 0.107 -0.533
N 1.226 -0.526 1.255 0.186
N 1.179 0.705 -0.678 0.185
N -0.174 -1.132 -0.462 -0.006
N -2.010 1.250 0.837 -0.485
N -0.740 -1.033 -1.762 0.079
O -2.696 2.163 1.548 0.136
O -2.689 0.481 0.343 0.190
O -0.822 1.245 0.889 0.059
H 1.500 0.244 1.958 0.184
H 0.588 -1.157 1.724 0.118
H 1.828 1.417 -0.393 0.129
H -2.147 2.746 2.205 0.209
H -0.515 -1.828 0.147 0.139
H 0.934 0.597 -1.769 0.199
H -0.479 -1.776 -2.319 0.062
H -1.821 -1.152 -1.611 0.152
```

Output
net charge: +1
frontier orbital gap: 11.320 eV
largest force on an atom: 0.1051 Eh/bohr
relative energy (zero: lowest compared OMol25 entry of this formula, charge and spin): 0.00 kcal per mole
LUMO: -3.3 eV